# 1
The following is a DFT calculation (the ωB97M-V functional and the def2-TZVPD basis) of C23H34N2O2 in the gas phase.

ORCA input file:
```
! wB97M-V def2-TZVPD RIJCOSX def2/J DEFGRID3
* xyz 0 1
C -1.3404 -4.9681 -0.8932
C -0.6059 -3.6498 -0.6476
C -1.5062 -2.6287 -0.0162
C -1.3730 -2.2713 1.3176
C -2.1662 -1.2832 1.8732
C -3.1238 -0.6379 1.1067
C -3.8306 0.5952 1.6118
N -3.3209 1.7318 0.8397
C -4.2731 2.5154 0.0974
C -1.9787 1.9105 0.8654
O -1.3069 1.4410 1.7646
C -1.3234 2.6583 -0.3058
C -1.8264 2.1373 -1.6677
C -0.6795 1.6168 -2.5375
C 0.1087 0.5909 -1.7449
O 0.3117 -0.5453 -2.1307
N 0.5344 1.0775 -0.5634
C 1.2081 0.2200 0.3862
C 2.6898 0.5726 0.5572
C 3.3147 -0.3214 1.6282
C 4.7939 0.0044 1.8132
C 5.5445 -0.1556 0.4949
C 4.9287 0.7383 -0.5767
C 3.4496 0.4123 -0.7594
C 0.1957 2.4297 -0.1926
C -3.2983 -1.0340 -0.2151
C -2.4994 -2.0138 -0.7690
H -1.7025 -5.3802 0.0469
H -2.1939 -4.8152 -1.5494
H -0.6747 -5.6932 -1.3558
H -0.2379 -3.2504 -1.5951
H 0.2531 -3.8323 0.0011
H -0.6142 -2.7461 1.9237
H -2.0172 -0.9859 2.9000
H -4.9086 0.5371 1.4556
H -3.6226 0.7454 2.6751
H -5.0830 2.8170 0.7671
H -4.7081 1.9541 -0.7349
H -3.8034 3.4134 -0.2929
H -1.5173 3.7306 -0.1995
H -2.5104 1.3024 -1.5105
H -2.3621 2.9190 -2.2097
H -1.0723 1.1402 -3.4356
H -0.0206 2.4332 -2.8409
H 0.6857 0.2898 1.3445
H 1.1116 -0.7985 0.0029
H 2.7707 1.6163 0.8841
H 3.2084 -1.3655 1.3261
H 2.7828 -0.1903 2.5730
H 5.2261 -0.6529 2.5708
H 4.8975 1.0335 2.1660
H 6.5983 0.0969 0.6323
H 5.4884 -1.1973 0.1714
H 5.4572 0.6040 -1.5229
H 5.0365 1.7847 -0.2794
H 3.3397 -0.6152 -1.1115
H 3.0163 1.0662 -1.5192
H 0.7242 3.1482 -0.8312
H 0.5047 2.5873 0.8409
H -4.0569 -0.5560 -0.8216
H -2.6226 -2.2831 -1.8077
*
```

Values from the calculation:
ΔE to the lowest compared entry with this formula, charge and spin: 14.0 kcal/mol
Electronic energy: -31479.851 eV
LUMO level: 0.63 eV

# 2
The following is a DFT calculation (the ωB97M-V functional and the def2-TZVPD basis) of a molecular structure, C33H35F5N4P2Ru.

ORCA input file:
```
! wB97M-V def2-TZVPD RIJCOSX def2/J DEFGRID3
* xyz 2 5
Ru -1.5411 -0.7697 1.6414
C 3.0757 -1.0294 3.5439
C 2.1348 -0.3083 2.9470
C 2.1780 0.1545 1.5343
C 1.0311 -0.3900 0.6282
C 0.6178 -1.8202 0.7806
C 1.3635 -2.7876 1.4522
C 2.7988 -2.7494 1.6275
C 3.4903 -2.3407 2.9740
C -2.2674 -2.6150 1.6094
H 3.6072 -0.7348 4.4530
H 1.1883 -0.0929 3.4866
H 3.1612 -0.0545 1.0533
H 2.0153 1.2481 1.5103
H 0.1106 0.2851 0.7463
H 1.3338 -0.3028 -0.4185
H -0.0259 -2.1312 -0.0843
H 0.8193 -3.6802 1.7689
H 3.2480 -2.1480 0.8268
H 3.1028 -3.7947 1.4772
H 3.3527 -3.1370 3.7369
H 4.5930 -2.3601 2.7942
H -1.6140 -3.4349 1.9258
H -2.5518 -2.7456 0.5484
H -3.2018 -2.6245 2.2185
P -1.2540 -0.6902 -1.8546
P -0.0546 2.5480 -0.1206
N -0.2409 -1.6960 -2.9937
N -2.6081 -0.4452 -3.1100
N 1.5648 2.8917 -1.0589
N -0.6204 4.2369 -0.0783
C -0.4547 0.8509 -2.4000
C -1.0045 2.0821 -1.6101
C -0.3333 -3.0900 -2.9261
C 0.2822 -3.6404 -4.0393
C 0.7694 -2.5615 -4.8352
C 0.4820 -1.3791 -4.1460
C -3.8474 -1.0480 -2.8898
C -4.6868 -0.7318 -3.9571
C -3.9285 0.0286 -4.9009
C -2.6746 0.2373 -4.3313
C 2.8338 3.2182 -0.5282
C 3.7316 3.4057 -1.5808
C 3.0428 3.0447 -2.8033
C 1.7207 2.7913 -2.4540
C 0.0407 5.4123 -0.5013
C -0.8591 6.4719 -0.4584
C -2.1294 5.9389 -0.0319
C -1.9732 4.5720 0.1521
H -0.4871 1.1101 -3.4842
H 0.6076 0.6781 -2.1664
H -1.1464 2.9777 -2.2584
H -2.0039 1.8871 -1.1644
H -0.8355 -3.5460 -2.0903
H 0.3851 -4.6922 -4.2311
H 1.2601 -2.6428 -5.7906
H 0.7586 -0.3674 -4.3981
H -3.9719 -1.6445 -1.9949
H -5.7415 -0.9715 -3.9963
H -4.2474 0.3945 -5.8781
H -1.8548 0.8546 -4.7172
H 2.9692 3.3740 0.5496
H 4.7568 3.7622 -1.5071
H 3.4171 2.9393 -3.8145
H 0.8902 2.5590 -3.1039
H 1.0900 5.3831 -0.7924
H -0.6352 7.5034 -0.7205
H -3.0440 6.4942 0.1044
H -2.6824 3.8002 0.4353
F -2.6533 0.0664 4.5871
C -1.7003 -0.8814 4.8050
C -1.2552 -1.6508 3.6998
C -0.5825 -2.8096 4.2020
F -0.3259 -3.9460 3.4583
C -0.1572 -3.0365 5.5360
F 0.5308 -4.1626 5.8506
C -0.4212 -2.0995 6.5260
F 0.1273 -2.1958 7.7648
C -1.2559 -1.0519 6.1484
F -1.6101 -0.1700 7.1172
*
```

Values from the calculation:
ΔE to the lowest compared entry with this formula, charge and spin: 114.8 kcal/mol
Electronic energy: -75467.520 eV
LUMO level (spin up / spin down): -7.20 / -9.88 eV
Expectation value of S²: 6.081

# 3
The following is a DFT calculation (the ωB97M-V functional and the def2-TZVPD basis) of a molecular structure, C15H22ClMoN5.

ORCA input file:
```
! wB97M-V def2-TZVPD RIJCOSX def2/J DEFGRID3
* xyz 2 3
C -3.9457 0.1431 -2.8543
C -4.0229 1.4733 -2.1912
C -2.8585 -0.0409 -3.8617
C -4.2896 -1.0417 -2.0201
Cl -1.2849 0.0892 0.3376
H -3.3823 -0.0375 -4.8569
H -2.3039 -1.0098 -3.7721
H -2.0882 0.7710 -3.8797
H -4.9354 1.9481 -2.5981
H -3.1782 2.1529 -2.4244
H -4.1498 1.4532 -1.0909
H -5.2980 -1.3660 -2.3610
H -4.3729 -0.8598 -0.9283
H -3.6107 -1.9114 -2.1573
C 2.9856 1.5299 0.2580
C 2.7115 0.6991 -0.8702
C 1.3419 0.9309 -1.2961
H 3.4596 0.1282 -1.4319
C 0.7877 1.9016 -0.3680
C 1.7918 2.2138 0.6064
H 1.6521 3.0155 1.3560
H 3.9575 1.7131 0.7145
H 0.9492 0.6290 -2.2803
H -0.1434 2.4635 -0.4684
C 0.5518 -2.5776 1.3423
C 1.9274 -2.4975 0.9603
C 1.9869 -2.2348 -0.4406
H 2.7731 -2.6914 1.5997
C 0.6454 -2.1733 -0.9276
C -0.2263 -2.4579 0.1551
H -1.2575 -2.7663 0.0869
H 0.1576 -2.8312 2.3055
H 2.8789 -2.1606 -1.0106
H 0.3944 -2.1693 -1.9619
Mo 0.9231 -0.3920 0.4940
N 2.3213 2.3412 4.9136
N 2.3293 1.2963 4.0020
N 2.4630 0.0267 4.4535
C 1.9460 -0.7066 3.4641
N 1.3833 0.1104 2.4958
N 1.5590 1.4073 2.9222
H 2.5127 3.2005 4.4290
H 2.9720 2.1102 5.6523
H 1.9861 -1.8223 3.5026
*
```

Values from the calculation:
ΔE to the lowest compared entry with this formula, charge and spin: 20.9 kcal/mol
Electronic energy: -37720.005 eV
LUMO level (spin up / spin down): -8.54 / -8.54 eV
Expectation value of S²: 2.035

# 4
The following is a DFT calculation (the ωB97M-V functional and the def2-TZVPD basis) of a molecular structure, C35H34ClNOSi2Tb.

ORCA input file:
```
! wB97M-V def2-TZVPD RIJCOSX def2/J DEFGRID3
* xyz 1 7
C -1.4223 -0.4762 4.4182
C -1.9383 -0.0749 3.1461
C -1.8322 -1.1927 2.2730
H -2.3894 0.8910 2.9066
C -1.2308 -2.2721 2.9830
C -0.9771 -1.8269 4.3178
H -0.6128 -2.4451 5.1407
H -1.4662 0.1050 5.3361
H -2.1959 -1.2455 1.2456
H -1.0508 -3.2767 2.5922
Tb 0.4931 -0.4755 2.8489
Si 0.8874 0.2891 -0.5893
C -0.1158 1.8817 -0.7254
C 0.4354 3.0957 -1.1467
H 1.5121 3.1816 -1.3020
C -0.4225 4.1562 -1.4466
H -0.0026 5.0744 -1.8590
C -1.8011 4.0326 -1.2441
H -2.4585 4.8640 -1.4956
C -2.3254 2.8538 -0.7151
H -3.3921 2.7592 -0.5181
C -1.4812 1.7810 -0.4510
H -1.8868 0.8597 -0.0395
C -0.1554 -1.3162 -0.8071
C -1.4049 -1.3330 -1.4513
H -1.8658 -0.4106 -1.8138
C -2.0582 -2.5558 -1.6522
H -2.9934 -2.5832 -2.2323
C -1.5250 -3.7230 -1.1034
H -2.0010 -4.6852 -1.2997
C -0.3771 -3.6748 -0.2981
H -0.0084 -4.5737 0.2104
C 0.3150 -2.4733 -0.1635
H 1.2333 -2.4292 0.4335
H 0.2221 0.2035 0.8347
Si 1.3610 -0.0483 -2.8167
C 1.1523 -1.6739 -3.7017
C 0.3479 -1.7812 -4.8507
H 0.0769 -0.8910 -5.4221
C -0.1640 -3.0189 -5.2472
H -0.8861 -3.0728 -6.0620
C 0.2201 -4.1922 -4.5987
H -0.2143 -5.1619 -4.8756
C 1.1693 -4.1050 -3.5796
H 1.5118 -5.0189 -3.0849
C 1.6458 -2.8701 -3.1444
H 2.3587 -2.8300 -2.3150
C 0.5335 1.2291 -3.9081
C -0.8534 1.2204 -4.1528
H -1.4582 0.3398 -3.9272
C -1.4926 2.3637 -4.6478
H -2.5786 2.3847 -4.7204
C -0.7467 3.4880 -5.0244
H -1.2559 4.3928 -5.3760
C 0.6446 3.4401 -4.9182
H 1.2349 4.3072 -5.2306
C 1.2888 2.3220 -4.3824
H 2.3769 2.3051 -4.2839
H 2.7226 0.2940 -2.2294
Cl 2.7139 0.4713 0.5794
O 2.0430 -1.4802 4.2041
C 2.5762 -0.8432 5.4409
C 1.9083 0.4910 5.6401
C 2.0808 1.2214 6.8161
C 1.4434 2.4555 6.9451
C 0.5746 2.8830 5.9415
C 0.3909 2.0928 4.8147
N 1.1137 0.9489 4.6428
H 2.3965 -2.3848 4.1118
H 2.3591 -1.5196 6.2807
H 3.6627 -0.7276 5.3109
H 2.7185 0.7673 7.5763
H 1.6273 3.0700 7.8243
H 0.0162 3.8126 6.0142
H -0.3280 2.3340 4.0245
*
```

Values from the calculation:
ΔE to the lowest compared entry with this formula, charge and spin: 16.0 kcal/mol
Electronic energy: -91086.227 eV
LUMO level (spin up / spin down): -2.43 / -4.59 eV
Expectation value of S²: 12.813

# 5
The following is a DFT calculation (the ωB97M-V functional and the def2-TZVPD basis) of a molecular structure, H24HeO12.

ORCA input file:
```
! wB97M-V def2-TZVPD RIJCOSX def2/J DEFGRID3
* xyz 0 1
He 0.5170 -0.0594 0.8292
O 3.2655 -0.5238 0.2408
H 3.9064 -0.4480 0.9478
H 3.1806 0.3657 -0.1025
O -1.0353 2.5591 1.1138
H -0.6623 2.4553 1.9892
H -0.8444 3.4669 0.8777
O -1.4327 -2.5647 1.5267
H -0.5810 -2.7332 1.1235
H -1.9965 -3.2648 1.1979
O -2.8027 -1.0009 -1.9964
H -2.5956 -0.9953 -1.0619
H -2.6420 -1.9032 -2.2724
O -1.6054 -0.3002 2.8602
H -0.7213 0.0625 2.9152
H -1.4927 -1.1412 2.4172
O 0.3932 1.9082 3.6539
H 1.2273 2.2858 3.3747
H 0.0345 2.5474 4.2695
O -3.6073 -0.5076 0.6428
H -2.7554 -0.3864 1.0622
H -4.0107 -1.2304 1.1235
O 2.5837 1.5619 -1.2659
H 2.8336 2.3952 -1.6652
H 1.9942 1.1579 -1.9027
O 1.0147 0.7656 -3.2241
H 0.2313 1.1010 -2.7882
H 1.1381 1.3456 -3.9755
O 1.5932 -2.1130 -2.8864
H 1.0101 -2.6400 -2.3400
H 1.3175 -1.2098 -2.7298
O 1.3664 -2.7287 0.5630
H 1.9189 -1.9554 0.4487
H 1.9349 -3.4652 0.3383
O -0.9781 2.2092 -2.0993
H -0.5060 3.0361 -2.0017
H -1.1917 1.9477 -1.2036
*
```

Values from the calculation:
ΔE to the lowest compared entry with this formula, charge and spin: 18.9 kcal/mol
Electronic energy: -25039.343 eV
LUMO level: -0.05 eV

# 6
The following is a DFT calculation (the ωB97M-V functional and the def2-TZVPD basis) of 2 unconnected molecules or ions with the total composition C7H16NP.

ORCA input file:
```
! wB97M-V def2-TZVPD RIJCOSX def2/J DEFGRID3
* xyz 0 1
C 1.5393 0.0953 0.2159
C -1.6171 1.7535 0.7520
C -3.4891 0.4527 -0.6233
C -1.3120 1.1690 -1.5133
C 3.7639 -1.0268 0.1587
C 1.7604 -2.1374 1.0503
C -1.9729 0.6965 -0.2678
N 2.2912 -0.9600 0.3948
P -1.1393 -0.9227 0.4016
H 2.1581 0.8147 -0.3532
H -2.3598 1.8559 1.6365
H -0.6798 1.4630 1.1983
H -1.2125 2.6858 0.2872
H -4.0779 0.4856 0.2836
H -3.7902 1.2060 -1.2579
H -3.6554 -0.4833 -1.0089
H -1.7560 2.0704 -1.8467
H -0.2071 1.3004 -1.2622
H -1.4989 0.3183 -2.2519
H 4.2100 -0.8282 1.2912
H 3.9996 -2.1237 -0.1926
H 4.0591 -0.4395 -0.7032
H 0.7188 -2.0074 1.2098
H 1.9748 -3.1040 0.4706
H 2.2927 -2.3341 1.9303
*
```

Values from the calculation:
ΔE to the lowest compared entry with this formula, charge and spin: 93.6 kcal/mol
Electronic energy: -18290.910 eV
LUMO level (spin up / spin down): 0.00 / -0.11 eV